Arrangement i

The following is a quantum chemistry calculation of the molecule C3H8O3S, from the Open Molecules 2025 dataset.

Summary:
orbital gap = 10.87 eV
highest occupied orbital energy = -10.627 eV
LUMO energy = 0.242 eV
structure (SMILES) = C[C@@H](O)C[SH](=O)=O

ORCA input file:
```
! wB97M-V def2-TZVPD RIJCOSX def2/J DEFGRID3
* xyz 0 1
C -2.0911 -0.1149 0.4423
C 0.3372 0.6609 -0.5659
C -0.5492 -0.3355 0.3886
O 2.4862 1.1661 0.9695
O 2.1329 -1.1116 -0.2344
O -0.3818 -1.6143 -0.1031
S 1.9969 0.3653 -0.1693
H -2.5563 -1.0340 0.0798
H -2.5367 0.5996 -0.2537
H -2.5308 0.0330 1.4669
H 0.4778 0.3263 -1.6015
H 0.1828 1.8061 -0.4637
H -0.2063 -0.0665 1.3686
H 0.5224 -1.7650 -0.0736
H 2.7160 1.0845 -1.2504
*
```

=====

Arrangement ii

The following is a quantum chemistry calculation of a cluster of 2 separate species, C3H8O3S in total, from the Open Molecules 2025 dataset.

Summary:
orbital gap = 10.09 eV
highest occupied orbital energy = -9.460 eV
LUMO energy = 0.634 eV
structure (SMILES) = O=C(O)CCS.O

ORCA input file:
```
! wB97M-V def2-TZVPD RIJCOSX def2/J DEFGRID3
* xyz 0 1
O -1.8254 -2.2701 0.3868
C -1.6728 -1.0815 0.1381
O -2.5238 0.1179 0.0996
C -0.1803 -0.5472 -0.0934
C 0.1013 0.7161 -1.0537
S 1.8594 1.0288 -0.9587
H -3.2019 -0.4918 0.1348
H 0.2518 -0.3585 0.8133
H 0.4436 -1.3286 -0.5153
H -0.7871 1.5640 -0.7929
H -0.0458 0.3887 -2.0931
H 1.7999 2.3123 -0.5670
H 2.2098 0.5854 1.2838
H 2.0508 -0.2396 2.5379
O 1.6041 0.4750 2.0875
*
```

=====

The most stable arrangement is arrangement ii, and the next structure is 0.0204 hartree less stable.

=====

Arrangement i

The following is a quantum chemistry calculation of a structure of composition C3H5N3S2, from the Open Molecules 2025 dataset.

Summary:
orbital gap = 9.18 eV
highest occupied orbital energy = -9.045 eV
LUMO energy = 0.132 eV

ORCA input file:
```
! wB97M-V def2-TZVPD RIJCOSX def2/J DEFGRID3
* xyz 0 1
C -0.5233 1.4356 -0.8346
C 0.4260 -0.9137 1.8511
C 0.1115 -0.8570 -0.8285
H -0.0698 2.9487 0.1875
H -0.9879 0.8881 -1.7074
H 0.9976 -1.2786 2.8105
H -0.7046 -0.6416 1.9974
H -0.3460 -2.1210 -2.1827
N -0.8096 2.6418 -0.5358
N 0.3385 0.4627 -0.3248
N -0.3866 -1.1598 -1.9401
S 1.2611 0.6214 1.1468
S 0.6932 -2.0266 0.3605
*
```

=====

Arrangement ii

The following is a quantum chemistry calculation of the molecule C3H5N3S2, from the Open Molecules 2025 dataset.

Summary:
orbital gap = 8.13 eV
highest occupied orbital energy = -8.639 eV
LUMO energy = -0.512 eV
structure (SMILES) = C=N/N=C/N(S)C=S

ORCA input file:
```
! wB97M-V def2-TZVPD RIJCOSX def2/J DEFGRID3
* xyz 0 1
C -1.4717 0.5960 -0.9627
C 0.2570 -0.8292 -0.1615
C 1.8980 0.7420 2.2687
H -2.0064 -0.7796 -3.0127
H -1.0566 1.0983 -0.0315
H 0.7291 -1.9030 0.0870
H 1.3067 1.7622 2.1989
H 2.6188 0.5434 3.0460
N -0.7433 -0.6528 -1.0881
N 0.6243 0.1756 0.6169
N 1.5882 -0.2020 1.4416
S -1.0184 -1.6431 -2.5571
S -2.7258 1.0922 -1.8455
*
```

=====

Arrangement iii

The following is a quantum chemistry calculation of the molecule C3H5N3S2, from the Open Molecules 2025 dataset.

Summary:
orbital gap = 8.82 eV
highest occupied orbital energy = -8.538 eV
LUMO energy = 0.278 eV
structure (SMILES) = [H]/N=c1\nc(SC)[nH]s1

ORCA input file:
```
! wB97M-V def2-TZVPD RIJCOSX def2/J DEFGRID3
* xyz 0 1
N -0.5469 -0.3585 -2.7440
N -0.4343 -0.0529 -0.5571
S -0.7283 -2.5807 -1.0247
S 0.2017 0.3428 2.0045
C -0.6511 -0.9202 -1.5837
C -0.1773 -0.6676 0.5901
N -0.2126 -2.0991 0.5331
C 0.7683 1.8357 1.1332
H -0.3310 0.6317 -2.6805
H -0.6638 -2.4789 1.3244
H 1.1699 2.5786 1.8644
H 1.6567 1.5172 0.5362
H -0.0512 2.2520 0.6039
*
```

=====

The most stable arrangement is arrangement iii, and the next structure is 0.0146 hartree less stable.

=====

Arrangement i

The following is a quantum chemistry calculation of the molecule C10H8O2, from the Open Molecules 2025 dataset.

Summary:
orbital gap = 8.58 eV
highest occupied orbital energy = -8.755 eV
LUMO energy = -0.172 eV
structure (SMILES) = Cc1cc(=O)oc2ccccc12

ORCA input file:
```
! wB97M-V def2-TZVPD RIJCOSX def2/J DEFGRID3
* xyz 0 1
C -1.0092 0.0994 2.3946
C -0.5058 0.6045 1.1560
C -0.5741 1.9916 1.0199
C -0.4150 2.5904 -0.3314
C 0.4353 0.3703 -1.1049
C 1.2103 -0.2382 -2.1234
C 1.2030 -1.6121 -2.1096
C 0.7113 -2.3354 -1.0240
C 0.1127 -1.7458 0.0373
C -0.0354 -0.2912 0.0695
H -1.6768 -0.7629 2.3902
H -0.2458 -0.2537 3.1931
H -1.5209 0.8136 2.9709
H -0.9199 2.7205 1.6557
H 1.6193 0.3995 -2.9044
H 1.5104 -2.0468 -3.0284
H 1.0088 -3.4659 -1.2694
H -0.5027 -2.2711 0.8522
O -0.5655 3.7137 -0.5396
O 0.1600 1.7196 -1.3044
*
```

=====

Arrangement ii

The following is a quantum chemistry calculation of the molecule C10H8O2, from the Open Molecules 2025 dataset.

Summary:
orbital gap = 8.54 eV
highest occupied orbital energy = -8.051 eV
LUMO energy = 0.491 eV
structure (SMILES) = Oc1ccc2cc(O)ccc2c1

ORCA input file:
```
! wB97M-V def2-TZVPD RIJCOSX def2/J DEFGRID3
* xyz 0 1
C -2.4650 0.2056 -0.0698
C -2.2066 -1.2676 0.2300
C -0.8376 -1.6659 0.2403
C 0.2049 -0.6236 0.0402
C 1.6030 -1.0935 -0.2492
C 2.4912 -0.1509 -0.2846
C 2.0436 1.2546 0.0757
C 0.7825 1.6795 0.1007
C -0.2296 0.7594 -0.0012
C -1.5701 1.1184 -0.0992
H -3.7476 1.1988 -0.2526
H -3.0944 -1.8302 0.2774
H -0.3383 -2.6225 0.3524
H 1.9363 -2.2583 -0.7272
H 3.9562 -1.4428 -0.1072
H 2.8558 2.0721 0.6244
H 0.5035 2.6773 0.3711
H -1.8735 2.1402 -0.2297
O -3.8643 0.1759 -0.2584
O 3.8501 -0.3266 -0.0330
*
```

=====

The most stable arrangement is arrangement i, and the next structure is 0.1148 hartree less stable.

=====

Arrangement i

The following is a quantum chemistry calculation of a structure of composition C33H37BrFN7O2ReSSi, from the Open Molecules 2025 dataset.

Summary:
orbital gap (spin up / spin down) = 6.52 / 5.84 eV
highest occupied orbital energy (spin up / spin down) = -12.364 / -12.675 eV
LUMO energy (spin up / spin down) = -5.844 / -6.834 eV

ORCA input file:
```
! wB97M-V def2-TZVPD RIJCOSX def2/J DEFGRID3
* xyz 2 4
Re 0.9485 -0.5433 1.2586
C -3.7442 -3.7952 2.8095
C -2.6927 -3.6689 3.8978
N -1.3211 -3.5494 3.3940
C -0.7691 -2.4100 2.9874
S 0.9843 -2.3987 2.7725
N -1.4979 -1.3319 2.8084
N -0.6445 -0.2750 2.5446
C -0.7630 0.8193 3.2198
C -1.8925 1.1042 4.1416
C 0.3922 1.7236 3.1125
C 0.4286 2.9877 3.6735
C 1.6133 3.7078 3.6253
C 2.7206 3.1424 3.0161
C 2.6047 1.8825 2.4575
N 1.4728 1.1789 2.5106
H -4.7128 -4.0087 3.2603
H -3.5028 -4.6059 2.1220
H -3.8329 -2.8684 2.2478
H -2.7032 -4.5452 4.5439
H -2.8919 -2.7962 4.5216
H -0.7145 -4.3514 3.4522
H -2.5155 0.2241 4.2597
H -2.5026 1.9133 3.7306
H -1.5218 1.4280 5.1143
H -0.4514 3.3955 4.1493
H 1.6704 4.6939 4.0651
H 3.6655 3.6637 2.9690
H 3.4400 1.4172 1.9557
C 4.2076 -0.9805 0.9636
O 2.9694 -0.4940 0.3879
C 3.0325 0.1528 -0.8466
C 4.0684 -0.0045 -1.7279
C 4.0429 0.7240 -2.9205
Br 5.4460 0.5310 -4.1517
C 2.9983 1.5771 -3.1790
C 1.9392 1.7222 -2.2673
C 1.9264 0.9932 -1.0663
O 0.9721 1.0455 -0.1513
C 0.8482 2.6177 -2.5899
N -0.1723 2.9083 -1.7787
C -1.0679 3.7589 -2.4143
C -2.2722 4.3198 -2.0091
C -2.9106 5.1407 -2.9312
C -2.3695 5.3890 -4.1958
C -1.1685 4.8282 -4.5981
C -0.5328 4.0039 -3.6735
N 0.6540 3.2821 -3.7394
H 4.5723 -1.8326 0.4010
H 3.9739 -1.2901 1.9781
H 4.9339 -0.1686 0.9592
H 4.8927 -0.6713 -1.5188
H 3.0079 2.1416 -4.1009
H -0.2584 2.4685 -0.8550
H -2.6915 4.1275 -1.0318
H -3.8513 5.6011 -2.6652
H -2.9038 6.0359 -4.8768
H -0.7524 5.0209 -5.5766
H 1.2646 3.2429 -4.5390
C -2.8309 -2.2029 -0.6531
Si -1.4343 -0.9777 -0.8593
C -2.1464 0.4802 0.1004
C -1.1523 -0.3986 -2.6201
N 0.1164 -1.6527 -0.1984
C 0.5408 -2.8894 -0.7517
C -0.1810 -3.5080 -1.7902
C 0.1777 -4.7187 -2.3509
C 1.3030 -5.3938 -1.9095
C 2.0672 -4.8140 -0.9149
C 1.6905 -3.6011 -0.3792
F 2.5551 -3.0879 0.5358
H -3.7468 -1.7565 -1.0486
H -2.9819 -2.3548 0.4162
H -2.7086 -3.1795 -1.1121
H -3.0023 0.7695 -0.5199
H -1.5472 1.3723 0.2581
H -2.5634 0.1623 1.0538
H -1.9903 0.2257 -2.9395
H -1.0529 -1.2067 -3.3425
H -0.2376 0.1950 -2.6824
H -1.0617 -3.0306 -2.1827
H -0.4335 -5.1324 -3.1411
H 1.5868 -6.3456 -2.3347
H 2.9684 -5.2793 -0.5397
*
```

=====

Arrangement ii

The following is a quantum chemistry calculation of a structure of composition C33H37BrFN7O2ReSSi, from the Open Molecules 2025 dataset.

Summary:
orbital gap (spin up / spin down) = 6.58 / 5.63 eV
highest occupied orbital energy (spin up / spin down) = -12.967 / -12.937 eV
LUMO energy (spin up / spin down) = -6.384 / -7.308 eV

ORCA input file:
```
! wB97M-V def2-TZVPD RIJCOSX def2/J DEFGRID3
* xyz 2 4
Re -0.5984 0.3784 1.4386
C 2.3417 -4.1454 3.8913
C 1.2051 -3.6428 4.7781
N 0.9878 -2.2108 4.6488
C 0.2611 -1.6388 3.7073
S -0.0205 0.1085 3.7958
N -0.3382 -2.3104 2.7673
N -1.1014 -1.5945 1.9493
C -2.2436 -2.0994 1.5421
C -2.6872 -3.4708 1.9035
C -3.1036 -1.1709 0.8533
C -4.2719 -1.5391 0.1810
C -5.0576 -0.5591 -0.3935
C -4.6827 0.7699 -0.2302
C -3.5204 1.0565 0.4617
N -2.7154 0.1249 0.9659
H 2.6128 -5.1546 4.1891
H 3.2224 -3.5133 3.9886
H 2.0300 -4.1770 2.8505
H 1.4324 -3.8441 5.8261
H 0.2802 -4.1596 4.5111
H 1.4155 -1.6012 5.3312
H -2.0628 -3.8589 2.7042
H -2.6059 -4.1395 1.0465
H -3.7265 -3.4636 2.2276
H -4.5427 -2.5798 0.1079
H -5.9455 -0.8160 -0.9480
H -5.2796 1.5761 -0.6225
H -3.2227 2.0803 0.6130
C -1.5566 3.8584 1.7732
O -1.1026 2.8743 0.8493
C -0.9017 3.2814 -0.4401
C -0.8797 4.5979 -0.8619
C -0.7276 4.8749 -2.2187
Br -0.6278 6.6907 -2.7763
C -0.6478 3.8630 -3.1566
C -0.6667 2.5313 -2.7423
C -0.7610 2.2341 -1.3701
O -0.7725 0.9606 -0.9198
C -0.6454 1.4252 -3.6731
N -0.6743 0.1725 -3.2426
C -0.6963 -0.6294 -4.3500
C -0.7243 -2.0172 -4.4768
C -0.7303 -2.5277 -5.7551
C -0.7175 -1.7027 -6.8870
C -0.6899 -0.3273 -6.7814
C -0.6797 0.1989 -5.4987
N -0.6485 1.4877 -5.0273
H -0.7692 4.5807 1.9915
H -1.8155 3.3214 2.6832
H -2.4357 4.3734 1.3795
H -0.9848 5.4150 -0.1665
H -0.5875 4.1136 -4.2026
H -0.7421 0.3512 -1.8061
H -0.7407 -2.6540 -3.6077
H -0.7354 -3.5959 -5.8938
H -0.7253 -2.1617 -7.8632
H -0.6650 0.3041 -7.6542
H -0.6159 2.3118 -5.6029
C 3.1770 -2.0512 0.8227
Si 2.0597 -0.7891 -0.0767
C 0.6623 -1.8960 -0.7702
C 2.7879 0.2604 -1.4912
N 1.4622 0.4024 1.1387
C 2.3558 1.1916 1.7878
C 3.7651 1.0784 1.6833
C 4.6213 1.8122 2.4732
C 4.1438 2.7188 3.4127
C 2.7775 2.9462 3.4791
C 1.9399 2.2228 2.6670
F 0.6117 2.5414 2.6792
H 3.5389 -2.7812 0.1058
H 2.6016 -2.5851 1.5741
H 4.0421 -1.6321 1.3208
H 1.1384 -2.7871 -1.1672
H 0.1135 -1.4451 -1.5896
H -0.0484 -2.2315 -0.0232
H 2.9612 -0.3502 -2.3700
H 3.7321 0.7215 -1.2214
H 2.1080 1.0611 -1.7737
H 4.1845 0.3856 0.9780
H 5.6848 1.6643 2.3661
H 4.8265 3.2523 4.0540
H 2.3565 3.6774 4.1494
*
```

=====

The most stable arrangement is arrangement i, and the next structure is 0.0622 hartree less stable.

=====

Arrangement i

The following is a quantum chemistry calculation of the molecule CHBr2NO, from the Open Molecules 2025 dataset.

Summary:
orbital gap = 9.77 eV
highest occupied orbital energy = -9.868 eV
LUMO energy = -0.102 eV
structure (SMILES) = O=C(Br)NBr

ORCA input file:
```
! wB97M-V def2-TZVPD RIJCOSX def2/J DEFGRID3
* xyz 0 1
C -0.7187 -0.3586 -0.2090
N 0.8670 0.1503 -0.0606
O -1.5941 0.0209 -0.8895
Br -0.8661 -1.7528 1.0474
Br 1.4454 1.6634 -0.9360
H 0.8665 0.2767 1.0477
*
```

=====

Arrangement ii

The following is a quantum chemistry calculation of a structure of composition CHBr2NO, from the Open Molecules 2025 dataset.

Summary:
orbital gap = 9.29 eV
highest occupied orbital energy = -9.810 eV
LUMO energy = -0.522 eV

ORCA input file:
```
! wB97M-V def2-TZVPD RIJCOSX def2/J DEFGRID3
* xyz 0 1
C 0.9478 0.7330 -0.7774
N -0.2650 -1.0809 0.5172
O 0.5441 1.7206 -1.1183
Br 0.0945 0.1090 1.9094
Br -1.8288 -0.6703 -0.4719
H 0.5074 -0.8113 -0.0590
*
```

=====

The most stable arrangement is arrangement i, and the next structure is 0.0301 hartree less stable.

=====

Arrangement i

The following is a quantum chemistry calculation of the molecule C4H4N4O, from the Open Molecules 2025 dataset.

Summary:
orbital gap = 9.50 eV
highest occupied orbital energy = -10.293 eV
LUMO energy = -0.795 eV
structure (SMILES) = [H]/N=C\n1ncnc1C=O

ORCA input file:
```
! wB97M-V def2-TZVPD RIJCOSX def2/J DEFGRID3
* xyz 0 1
C -1.6047 0.4306 0.8367
C 1.8979 0.9721 0.8473
C 0.7413 -0.3860 -0.1810
C 0.3265 -1.4222 -1.2460
H -2.4675 -0.2415 -1.0770
H -1.6144 0.7159 2.0889
H 2.7691 1.5012 1.1194
H 1.1943 -2.1756 -1.6348
N -2.5919 0.1992 0.0613
N -0.1559 0.5665 0.3451
N 0.6850 1.4869 0.9866
N 1.9815 -0.1712 -0.0154
O -0.9348 -1.4921 -1.4602
*
```

=====

Arrangement ii

The following is a quantum chemistry calculation of the molecule C4H4N4O, from the Open Molecules 2025 dataset.

Summary:
orbital gap = 9.03 eV
highest occupied orbital energy = -9.865 eV
LUMO energy = -0.834 eV
structure (SMILES) = Nc1cnncc(=O)n1

ORCA input file:
```
! wB97M-V def2-TZVPD RIJCOSX def2/J DEFGRID3
* xyz 0 1
C -0.9080 0.2008 -0.7112
C -0.9133 -1.1901 -0.3103
C 0.9441 0.0773 1.3394
C 1.1669 0.8281 0.0903
H -2.5104 1.3878 -1.7311
H -2.6858 -0.3271 -1.8546
H -1.6806 -1.8506 -0.9696
H 1.3694 0.5649 2.2598
N -2.1253 0.4500 -1.5423
N -0.2722 -1.7897 0.6761
N 0.4297 -1.0747 1.6034
N -0.0243 1.1096 -0.4236
O 2.2144 1.2328 -0.2936
*
```

=====

Arrangement iii

The following is a quantum chemistry calculation of the molecule C4H4N4O, from the Open Molecules 2025 dataset.

Summary:
orbital gap = 9.24 eV
highest occupied orbital energy = -9.505 eV
LUMO energy = -0.269 eV
structure (SMILES) = O=NNc1cnccn1

ORCA input file:
```
! wB97M-V def2-TZVPD RIJCOSX def2/J DEFGRID3
* xyz 0 1
O -1.1203 3.5791 -0.3572
N -0.2970 2.7851 0.0976
N 0.9240 -1.1506 1.4305
N -0.5170 -0.5244 -0.9853
C 0.5536 -2.0869 0.5179
C -0.1186 -1.7560 -0.6600
C 0.6788 0.1207 1.0250
C -0.0805 0.4289 -0.1593
N -0.3431 1.6949 -0.6736
H 0.7884 -3.0785 0.7655
H -0.4293 -2.5860 -1.3030
H 1.0137 0.9126 1.6999
H -1.0526 1.6611 -1.3982
*
```

=====

Arrangement iv

The following is a quantum chemistry calculation of a structure of composition C4H4N4O, from the Open Molecules 2025 dataset.

Summary:
orbital gap = 9.28 eV
highest occupied orbital energy = -8.856 eV
LUMO energy = 0.419 eV

ORCA input file:
```
! wB97M-V def2-TZVPD RIJCOSX def2/J DEFGRID3
* xyz 0 1
C 0.8648 1.4040 -0.0760
C -1.0556 0.9828 -0.0328
C -1.5670 -1.1226 -0.0810
C -0.4571 -0.2726 -0.0319
H 2.6387 -1.1127 -0.7155
H 1.7855 -1.4445 0.9970
H 1.9441 1.7710 -0.0338
H -2.0285 -2.1918 -0.5079
N 2.0712 -0.7347 0.2423
N 0.9092 0.0039 -0.1043
N -0.1602 2.0874 0.0721
N -2.3169 0.9643 0.1323
O -2.6280 -0.3346 0.1396
*
```

=====

The most stable arrangement is arrangement iii, and the next structure is 0.0140 hartree less stable.